A 39-piece molecular cluster, C19H103FN2O44PS2 overall, computed with ωB97M-V/def2-TZVPD.

Each line ends with the Löwdin charge.
Geometry (Å):
C (4.323, 3.030, -0.980)  0.113
C (2.931, 3.147, -0.772)  -0.057
C (1.329, 3.199, -0.418)  -0.164
C (0.792, 1.768, 0.215)  0.001
C (-0.088, 0.760, -0.704)  0.008
C (-0.431, 1.105, -2.303)  -0.100
C (-0.467, -0.310, -3.168)  -0.200
C (1.018, -1.037, -3.252)  -0.203
C (2.062, -0.292, -4.287)  -0.195
C (3.557, -0.995, -4.190)  -0.195
C (4.792, 0.110, -4.175)  -0.152
C (6.131, -0.685, -3.566)  -0.200
O (6.729, 0.094, -2.467)  -0.263
C (7.350, -0.771, -1.448)  -0.135
N (-0.573, -0.501, -0.112)  0.186
N (-0.255, -0.790, 1.171)  -0.094
C (-0.812, -2.175, 1.584)  -0.014
C (-2.374, -2.055, 2.169)  -0.183
O (-3.130, -0.970, 1.934)  0.036
O (-2.843, -3.185, 2.997)  0.006
C (-2.668, -4.453, 2.231)  -0.216
C (-1.344, -5.441, 2.368)  0.007
O (-3.638, -4.862, 1.389)  0.019
C (0.507, -0.066, 2.244)  -0.074
S (0.794, -0.639, 4.014)  0.917
O (1.136, 0.483, 5.020)  -0.290
O (-0.450, -1.375, 4.649)  -0.316
F (2.029, -1.871, 3.915)  -0.230
C (1.153, 1.389, 1.762)  -0.169
P (2.227, 2.581, 2.757)  0.444
S (4.009, 1.832, 3.170)  0.283
H (5.443, 2.627, -1.065)  0.114
H (1.079, 4.072, 0.351)  0.129
H (0.740, 3.482, -1.408)  0.132
H (0.457, 1.742, -2.745)  0.116
H (-1.435, 1.706, -2.422)  0.137
H (-1.252, -1.068, -2.704)  0.089
H (-0.794, -0.050, -4.274)  0.141
H (0.869, -2.138, -3.665)  0.108
H (1.502, -1.154, -2.177)  0.106
H (2.199, 0.841, -4.000)  0.080
H (1.660, -0.373, -5.402)  0.132
H (3.586, -1.542, -3.134)  0.076
H (3.754, -1.757, -5.069)  0.131
H (4.488, 1.032, -3.488)  0.101
H (5.007, 0.533, -5.267)  0.087
H (5.800, -1.771, -3.278)  0.109
H (6.892, -0.754, -4.478)  0.132
H (7.215, -0.245, -0.397)  0.070
H (6.846, -1.843, -1.365)  0.091
H (8.501, -0.951, -1.606)  0.101
H (-0.096, -2.761, 2.298)  0.122
H (-0.925, -2.865, 0.615)  0.177
H (-1.065, -5.703, 3.477)  0.090
H (-0.384, -4.925, 1.882)  0.083
H (-1.519, -6.437, 1.736)  0.094
H (2.384, 3.875, 2.086)  0.019
H (1.547, 2.892, 4.020)  0.022
O (-5.851, 0.058, 1.991)  -0.054
H (-5.016, -0.414, 2.127)  -0.011
H (-6.529, -0.590, 2.235)  0.034
O (5.872, 1.031, -7.207)  -0.083
H (6.366, 0.318, -7.639)  0.051
H (6.184, 1.834, -7.651)  -0.004
O (6.826, 4.344, 3.373)  -0.063
H (7.661, 3.871, 3.509)  0.048
H (6.148, 3.696, 3.617)  -0.018
O (4.327, 4.958, -3.441)  -0.067
H (4.090, 4.458, -2.645)  -0.043
H (4.568, 5.834, -3.104)  0.054
O (-3.753, -0.590, 4.962)  -0.037
H (-2.902, -0.643, 5.422)  0.034
H (-3.688, -1.266, 4.271)  0.002
O (-5.498, 3.378, 1.572)  -0.054
H (-5.731, 2.442, 1.663)  0.014
H (-5.574, 3.728, 2.472)  0.041
O (-3.330, -0.067, -3.163)  -0.058
H (-3.195, -0.619, -2.378)  0.039
H (-3.934, 0.628, -2.859)  0.048
O (-3.726, -3.167, 6.832)  -0.057
H (-3.856, -2.444, 6.201)  0.004
H (-3.663, -3.957, 6.274)  0.031
O (5.550, 7.274, 3.584)  -0.063
H (5.843, 7.810, 4.337)  0.049
H (6.167, 6.526, 3.575)  -0.002
O (2.426, 5.416, 3.739)  -0.099
H (1.912, 5.260, 4.545)  0.052
H (3.288, 5.714, 4.066)  0.026
O (3.593, -3.441, -2.616)  -0.093
H (3.360, -4.377, -2.525)  0.041
H (3.517, -3.091, -1.716)  0.046
O (-9.015, -1.317, 2.361)  -0.067
H (-9.174, -0.486, 1.889)  0.007
H (-9.509, -1.975, 1.849)  0.000
O (1.426, -4.481, -3.533)  -0.087
H (2.036, -4.259, -4.253)  0.050
H (0.725, -4.987, -3.970)  0.028
O (-10.322, -3.737, 1.742)  -0.055
H (-9.487, -4.209, 1.878)  0.029
H (-11.000, -4.384, 1.986)  0.059
O (5.015, 5.084, 5.588)  -0.063
H (5.941, 5.083, 5.302)  0.024
H (4.696, 4.200, 5.352)  0.015
O (-6.551, -4.285, 1.970)  -0.063
H (-5.625, -4.286, 1.683)  -0.013
H (-6.870, -5.169, 1.733)  -0.002
O (5.045, -0.411, 5.841)  -0.068
H (4.887, 0.420, 5.369)  -0.033
H (4.552, -1.069, 5.329)  0.021
O (2.891, 2.325, -5.768)  -0.060
H (2.833, 2.748, -6.638)  0.050
H (3.217, 3.028, -5.187)  0.023
O (7.638, -2.708, 0.648)  -0.062
H (7.123, -2.863, 1.454)  0.040
H (8.500, -2.409, 0.974)  0.057
O (-11.124, 0.550, 2.070)  -0.052
H (-11.358, -0.386, 2.161)  0.061
H (-11.201, 0.900, 2.970)  0.067
O (-5.324, 6.473, 3.109)  -0.053
H (-4.474, 6.420, 3.570)  0.040
H (-5.260, 5.797, 2.418)  0.012
O (-8.843, 1.757, 3.446)  -0.050
H (-9.326, 1.457, 2.662)  -0.004
H (-7.927, 1.841, 3.140)  0.023
O (-6.442, 0.750, -4.046)  -0.045
H (-5.607, 0.278, -3.910)  0.012
H (-7.120, 0.102, -3.802)  0.051
O (6.263, -0.153, 1.637)  -0.091
H (6.399, -0.705, 2.421)  0.056
H (5.660, 0.542, 1.941)  -0.068
O (-8.560, -6.580, 1.347)  -0.048
H (-8.424, -7.247, 2.036)  0.058
H (-7.987, -6.872, 0.622)  0.054
O (-0.234, -7.664, 0.943)  -0.067
H (0.691, -7.665, 0.656)  0.057
H (-0.554, -8.548, 0.706)  0.065
O (2.660, -3.870, 1.413)  -0.056
H (2.426, -4.806, 1.504)  0.041
H (2.583, -3.521, 2.313)  0.009
O (5.210, 3.582, -7.140)  -0.061
H (4.972, 3.083, -6.344)  0.024
H (5.451, 4.459, -6.803)  0.048
O (3.044, 5.701, -6.619)  -0.055
H (3.546, 5.752, -5.791)  0.031
H (3.726, 5.709, -7.307)  0.043
O (8.244, 1.411, 2.976)  -0.064
H (8.854, 1.634, 2.256)  0.053
H (7.542, 0.905, 2.540)  -0.022
O (-6.276, 4.241, -1.294)  -0.072
H (-6.141, 3.688, -0.510)  -0.012
H (-6.880, 4.935, -0.990)  0.044
O (-1.228, -6.748, 5.574)  -0.075
H (-1.093, -7.301, 6.358)  0.054
H (-1.832, -6.054, 5.878)  0.011
O (-1.369, -4.128, 7.021)  -0.067
H (-0.940, -3.594, 7.707)  0.063
H (-1.316, -3.576, 6.227)  0.020
O (1.486, 5.397, -9.028)  -0.063
H (1.988, 5.448, -8.200)  -0.021
H (2.169, 5.406, -9.716)  0.039
O (8.059, 3.072, -7.932)  -0.056
H (8.561, 3.123, -7.105)  0.052
H (8.741, 3.081, -8.621)  0.051
O (-1.591, -5.109, -3.533)  -0.051
H (-1.456, -5.661, -2.749)  0.043
H (-2.195, -4.414, -3.229)  0.042
O (-8.095, 1.105, -1.413)  -0.056
H (-7.593, 1.156, -0.586)  0.022
H (-7.413, 1.114, -2.102)  -0.005
O (-13.322, 2.529, 0.493)  -0.071
H (-12.487, 2.057, 0.629)  0.007
H (-14.000, 1.881, 0.737)  0.034

Summary:
Energy relative to the best compared isomer or geometry (same formula, charge and spin) (kcal per mole): 413.9
HOMO (Ha): -0.3994
Charge: +1
Kohn-Sham gap (eV): 3.98
Total energy (eV): -148092.8361

=====

A 3-piece molecular cluster, C15H32N2O7PS2 overall, computed with ωB97M-V/def2-TZVPD.

Each line ends with the Löwdin charge.
Geometry (Å):
C (-0.105, -2.854, 3.115)  -0.100
O (0.352, -2.089, 2.012)  -0.191
C (0.915, -0.843, 2.366)  -0.250
C (-0.019, 0.100, 3.145)  -0.166
C (-1.490, 0.093, 2.667)  -0.194
C (-2.460, -0.279, 3.830)  -0.184
C (-3.861, 0.314, 3.667)  -0.315
N (-4.883, -0.666, 3.161)  -0.159
P (-4.451, -1.521, 1.767)  0.614
N (-5.530, -2.599, 1.381)  -0.350
C (-4.442, 0.922, 4.962)  -0.710
O (-5.645, 1.294, 4.884)  -0.091
O (-3.720, 1.052, 5.964)  -0.057
H (0.147, -2.426, 4.084)  0.091
H (0.361, -3.845, 3.082)  0.081
H (-1.178, -3.006, 3.002)  0.069
H (1.862, -0.927, 2.915)  0.119
H (1.161, -0.346, 1.427)  0.079
H (0.343, 1.128, 3.156)  0.111
H (-0.032, -0.234, 4.186)  0.091
H (-1.641, -0.629, 1.862)  0.077
H (-1.777, 1.079, 2.302)  0.100
H (-2.041, 0.146, 4.741)  0.098
H (-2.494, -1.365, 3.922)  0.088
H (-3.776, 1.130, 2.936)  0.124
H (-5.679, -0.078, 2.915)  0.082
H (-4.216, -0.607, 0.705)  -0.003
H (-3.231, -2.177, 2.006)  -0.009
H (-6.301, -2.541, 2.037)  -0.068
C (4.755, -1.629, -2.201)  -0.221
C (3.764, -2.799, -2.237)  -0.213
C (2.718, -2.548, -1.145)  -0.208
S (2.622, -0.767, -0.944)  0.667
O (3.106, -0.423, 0.369)  -0.321
O (1.350, -0.299, -1.433)  -0.311
C (3.902, -0.366, -2.126)  -0.233
H (5.404, -1.619, -3.076)  0.112
H (5.387, -1.708, -1.312)  0.116
H (3.277, -2.832, -3.214)  0.117
H (4.264, -3.756, -2.088)  0.110
H (1.737, -2.924, -1.423)  0.108
H (3.021, -2.975, -0.191)  0.107
H (4.453, 0.509, -1.785)  0.108
H (3.418, -0.159, -3.078)  0.072
C (0.125, 4.064, -4.756)  -0.224
C (1.058, 4.170, -3.544)  -0.215
C (1.082, 2.797, -2.861)  -0.216
S (0.753, 1.589, -4.150)  0.661
O (-0.506, 0.954, -3.880)  -0.299
O (1.949, 0.825, -4.416)  -0.339
C (0.518, 2.776, -5.471)  -0.234
H (0.215, 4.928, -5.414)  0.112
H (-0.912, 4.002, -4.420)  0.120
H (2.063, 4.433, -3.880)  0.114
H (0.732, 4.945, -2.851)  0.114
H (2.048, 2.582, -2.412)  0.098
H (0.298, 2.704, -2.113)  0.113
H (-0.242, 2.411, -6.157)  0.106
H (1.471, 2.887, -5.990)  0.104

Summary:
HOMO (Ha): -0.1620
Charge: -1
Kohn-Sham gap (eV): 6.19
Total energy (eV): -64345.5731

=====

A 3-piece molecular cluster, C4H11NO2 overall, computed with ωB97M-V/def2-TZVPD.

Each line ends with the Löwdin charge.
Geometry (Å):
C (0.586, -0.575, 2.500)  -0.110
C (-0.001, -0.393, 1.146)  -0.157
C (0.548, -0.629, -0.030)  -0.203
N (-0.146, -0.436, -1.234)  -0.042
C (0.206, 0.453, -2.025)  -0.029
H (-0.054, -0.114, 3.250)  0.069
H (0.694, -1.623, 2.783)  0.074
H (1.592, -0.190, 2.690)  0.075
H (-1.004, 0.005, 1.132)  0.102
H (1.589, -0.959, 0.010)  0.125
H (-0.536, 0.750, -2.758)  0.079
H (1.234, 0.764, -2.005)  0.080
H (-0.968, 3.365, -0.336)  0.016
H (-0.980, 4.796, -0.738)  0.036
O (-1.110, 4.238, 0.040)  -0.058
H (-0.708, -2.457, -1.790)  -0.008
H (-0.226, -3.570, -0.908)  0.025
O (-0.717, -3.426, -1.728)  -0.076

Summary:
Energy relative to the best compared isomer or geometry (same formula, charge and spin) (kcal per mole): 62.2
HOMO (Ha): -0.3438
Kohn-Sham gap (eV): 9.69
SMILES: C=N/C=C/C.O.O
Total energy (eV): -9909.5442

=====

One molecule with the formula C26H41N3O2, computed with ωB97M-V/def2-TZVPD.

Each line ends with the Löwdin charge.
Geometry (Å):
C (2.244, -4.651, 3.392)  -0.102
H (2.450, -5.599, 2.899)  0.070
C (2.005, -3.561, 2.354)  -0.230
H (1.112, -3.804, 1.772)  0.106
H (2.850, -3.545, 1.662)  0.113
C (1.848, -2.166, 2.971)  -0.326
C (0.640, -2.086, 3.906)  -0.054
H (-0.256, -2.503, 3.447)  0.077
H (0.460, -1.052, 4.185)  0.075
H (0.837, -2.646, 4.815)  0.080
H (2.741, -1.939, 3.562)  0.148
C (1.793, -1.106, 1.861)  -0.185
N (0.549, -1.185, 1.118)  0.147
C (0.415, -0.834, -0.171)  -0.442
O (1.329, -0.334, -0.813)  0.045
C (-0.948, -1.110, -0.782)  -0.228
C (-1.265, -2.609, -0.762)  -0.144
C (-2.613, -2.873, -1.427)  -0.167
C (-3.730, -2.103, -0.722)  -0.389
C (-5.078, -2.373, -1.384)  -0.073
H (-5.312, -3.435, -1.356)  0.076
H (-5.871, -1.834, -0.871)  0.076
H (-5.062, -2.053, -2.423)  0.080
C (-3.405, -0.609, -0.742)  -0.165
C (-2.059, -0.322, -0.082)  -0.137
H (-2.114, -0.596, 0.975)  0.117
H (-1.841, 0.747, -0.140)  0.110
H (-4.190, -0.052, -0.226)  0.120
H (-3.375, -0.266, -1.777)  0.102
H (-3.781, -2.437, 0.321)  0.143
H (-2.829, -3.943, -1.404)  0.117
H (-2.568, -2.563, -2.473)  0.122
H (-1.298, -2.973, 0.268)  0.112
H (-0.477, -3.156, -1.285)  0.125
H (-0.890, -0.774, -1.822)  0.132
H (-0.254, -1.504, 1.633)  0.121
C (2.004, 0.332, 2.395)  -0.428
O (2.008, 0.625, 3.573)  0.070
N (2.201, 1.196, 1.392)  0.120
H (2.122, 0.853, 0.439)  0.093
C (2.357, 2.623, 1.581)  -0.301
C (1.005, 3.345, 1.553)  -0.110
C (0.395, 3.304, 0.155)  -0.188
N (1.307, 3.917, -0.791)  -0.150
C (2.541, 3.158, -0.873)  -0.191
C (3.250, 3.194, 0.481)  -0.116
H (3.485, 4.230, 0.728)  0.120
H (4.181, 2.629, 0.424)  0.118
H (2.362, 2.113, -1.177)  0.106
H (3.183, 3.626, -1.624)  0.123
C (0.692, 4.207, -2.079)  -0.148
C (0.031, 3.029, -2.756)  -0.213
C (-1.344, 2.848, -2.661)  -0.049
C (-1.959, 1.760, -3.254)  -0.096
C (-1.201, 0.821, -3.933)  -0.108
C (0.169, 0.988, -4.031)  -0.079
C (0.779, 2.089, -3.455)  -0.040
H (1.845, 2.222, -3.561)  0.112
H (0.766, 0.261, -4.562)  0.106
H (-1.679, -0.032, -4.395)  0.103
H (-3.032, 1.651, -3.189)  0.100
H (-1.942, 3.575, -2.128)  0.111
H (-0.055, 4.988, -1.904)  0.121
H (1.471, 4.620, -2.726)  0.124
H (0.163, 2.259, -0.119)  0.112
H (-0.539, 3.871, 0.149)  0.124
H (1.159, 4.384, 1.844)  0.119
H (0.327, 2.880, 2.271)  0.118
H (2.817, 2.758, 2.567)  0.146
H (2.602, -1.293, 1.142)  0.157
H (3.096, -4.398, 4.018)  0.077
H (1.375, -4.785, 4.030)  0.066

Summary:
Energy relative to the best compared isomer or geometry (same formula, charge and spin) (kcal per mole): 0.0
HOMO (Ha): -0.3087
Kohn-Sham gap (eV): 9.11
SMILES: CC[C@H](C)[C@@H](NC(=O)[C@H]1CC[C@H](C)CC1)C(=O)NC1CCN(Cc2ccccc2)CC1
Total energy (eV): -36195.4281

=====

C6H5IrN2O6 as an isolated structure, computed with ωB97M-V/def2-TZVPD.

Each line ends with the Löwdin spin population.
Geometry (Å):
O (-1.578, -2.367, 0.020)  0.346
C (-0.983, -2.108, -0.991)  0.449
Ir (0.016, 0.177, -1.387)  1.869
O (1.870, -1.990, -0.070)  0.085
C (1.094, -1.317, -0.609)  0.173
C (1.497, 1.432, -1.210)  0.235
O (2.204, 2.322, -0.986)  0.136
C (-0.803, 2.028, -1.768)  0.103
O (-1.107, 3.098, -2.034)  0.037
C (0.367, -0.357, -3.177)  0.116
O (0.706, -0.741, -4.225)  0.127
H (-0.876, -2.656, -1.996)  0.095
N (0.141, 1.339, 2.594)  0.526
C (-0.456, 0.398, 1.833)  0.085
N (-0.600, -0.816, 2.393)  0.489
O (-0.826, 0.673, 0.654)  0.093
H (0.367, 1.144, 3.559)  0.008
H (0.307, 2.250, 2.198)  0.011
H (-0.989, -1.566, 1.841)  0.010
H (-0.351, -0.944, 3.362)  0.007

Summary:
Energy relative to the best compared isomer or geometry (same formula, charge and spin) (kcal per mole): 10.1
HOMO (spin up / spin down) (Ha): -0.6902 / -0.8839
Spin multiplicity: 6
Charge: +3
Kohn-Sham gap (spin up / spin down) (eV): 6.32 / 6.54
Total energy (eV): -24365.0174